# 1
Computed, not measured: a cluster of 3 separate species, C20H56N9O2P2 in total, with ωB97M-V with the def2-TZVPD basis set.

Geometry as ORCA input:
```
! wB97M-V def2-TZVPD RIJCOSX def2/J DEFGRID3
* xyz 1 1
H 3.299 3.666 -0.257
H 1.861 4.148 -1.872
H 0.569 3.139 -1.225
H -3.616 -0.748 5.058
C -1.726 -0.694 3.173
H 3.779 -4.979 -2.655
N 2.330 -0.662 4.263
H -1.296 7.569 1.636
H -0.731 -5.326 -3.336
H 1.596 -5.343 -0.549
C 2.489 -1.593 3.118
C -1.796 3.798 0.101
H 0.213 -2.298 2.080
C 3.117 -3.786 -5.656
H 0.298 4.850 -1.640
C 1.603 -4.431 -1.150
H 3.577 -1.857 2.994
C 1.033 7.428 0.279
H -2.325 1.127 4.075
H -1.375 8.037 -0.071
H 1.166 7.904 1.256
H 0.005 0.638 2.770
C 2.549 3.698 0.537
P 0.375 5.092 1.406
H 3.049 4.112 1.411
H 2.829 0.186 3.997
H -0.307 -1.229 -2.662
H 0.185 -1.333 0.525
C -2.054 4.442 2.431
H -1.378 2.799 -0.073
H 1.944 -2.552 3.302
H 0.643 -5.823 -5.032
H -5.654 -1.391 3.482
H -1.721 -2.851 2.945
H -1.254 -0.931 4.165
H -4.126 -3.015 2.536
H -1.117 -1.664 -4.183
O 0.850 4.067 2.446
H 0.825 8.205 -0.460
H -1.455 -4.252 -4.557
H -1.836 -2.073 -2.612
H 2.107 0.143 1.742
C 1.897 -0.951 1.799
C 0.348 -1.286 1.635
H -2.878 3.678 0.214
N -1.198 4.427 1.257
H -2.021 -4.264 -2.888
N -0.065 6.422 0.317
H -1.078 0.368 1.380
H 0.699 -3.880 -0.891
C -3.936 -0.113 4.191
H 0.189 -4.557 -6.202
H 2.407 -1.482 0.951
N -2.723 0.398 3.465
C 1.000 4.146 -1.197
H 2.238 2.669 0.759
O 1.483 -1.847 -4.170
H 2.877 -6.390 -2.073
C 1.027 -5.043 -5.694
N -3.729 -2.315 3.160
H -1.504 4.138 3.328
C -1.287 7.189 0.611
H -4.567 -0.626 2.170
H 2.739 -1.055 5.107
P 1.501 -3.247 -3.542
H -2.456 5.445 2.612
H 3.955 -4.259 -5.128
C 2.864 -5.564 -2.788
H -3.081 0.855 2.616
H 3.308 -2.710 -5.682
H -2.900 3.756 2.340
C -1.126 -4.329 -3.516
N 1.409 4.524 0.146
H 1.591 -5.586 -6.457
H 2.463 -3.821 -0.852
H 1.983 6.976 -0.003
C -4.614 -1.134 3.178
N 1.851 -4.083 -4.993
C -2.387 -2.011 2.615
H -2.189 6.600 0.446
H -2.331 -1.999 1.494
N 1.655 -4.745 -2.602
H -1.681 4.397 -0.803
C -0.574 -0.165 2.239
H 2.890 -6.037 -3.769
C -0.894 -1.998 -3.164
H -4.633 0.695 4.503
H 3.139 -4.127 -6.690
N -0.186 -3.277 -3.166
*
```

**Frontier orbital gap**: 6.8693 eV
**ΔE to the lowest compared entry with this formula, charge and spin**: 0.0 kJ/mol
**DFT total energy**: -57721.2775 eV

Here are the Löwdin charges for atoms 1 to 6, given in e: number 1, H, carries 0.08; number 2, H, carries 0.08; number 3, H, carries 0.07; number 4, H, carries 0.15; number 5, C, carries -0.24; number 6, H, carries 0.09


# 2
Computed, not measured: a cluster of 4 separate species, C20H57BrClN13O3P3 in total, with ωB97M-V with the def2-TZVPD basis set.

Geometry as ORCA input:
```
! wB97M-V def2-TZVPD RIJCOSX def2/J DEFGRID3
* xyz 1 1
P 0.456 5.287 3.959
P -0.858 -3.447 1.162
H -2.721 -5.855 1.406
H 1.065 -1.559 2.124
H 1.067 -3.387 -8.171
H -0.134 6.155 0.841
N -2.471 -0.700 7.059
C 1.208 -3.825 -7.177
H -3.121 -4.792 -0.460
C -2.825 -2.035 7.406
H 2.174 -2.879 1.685
C -0.657 -3.346 -5.721
N -0.813 -5.129 0.787
H -2.884 0.173 7.406
O 1.232 -1.776 -4.140
O -0.109 -3.662 2.494
H 0.274 8.408 5.952
N -1.258 5.452 3.839
N -3.763 -2.436 8.290
P 1.223 -1.412 -5.634
H -3.693 -3.350 -1.227
H 2.686 0.637 -7.133
H 1.438 6.952 0.788
H -3.089 4.743 4.669
H 1.121 3.933 1.217
H -0.848 -3.095 -4.673
Cl -4.602 -1.164 9.115
C -2.026 4.823 4.912
H -1.935 5.366 5.858
N 1.165 -0.879 -7.327
H 2.261 -4.066 -7.053
H -1.509 -5.750 2.684
C -1.656 -5.982 1.626
H -3.098 6.295 3.222
H -1.858 7.489 3.557
H 2.596 7.252 3.582
H -1.821 6.497 2.091
H 0.254 7.523 1.918
C 3.783 -2.064 -6.659
C -3.134 -3.707 -0.357
C 0.642 6.612 1.461
H -1.680 3.800 5.086
H 1.674 -2.238 -1.270
H -1.167 -5.506 -1.292
H -1.413 -7.042 1.515
N -2.095 -3.068 6.729
C -1.209 -2.276 5.917
H 1.641 0.834 -8.509
H -2.563 -1.241 0.321
C 1.514 -2.099 1.288
O 0.401 3.777 3.663
H 2.545 6.817 5.291
H 0.354 6.719 6.488
Br -0.535 0.479 5.303
N -1.466 -0.890 6.155
N 2.946 -1.318 -5.735
H 4.704 -0.776 -4.678
H -0.579 -1.854 -8.107
H -0.502 -6.857 -0.394
H -0.169 -0.378 -8.912
H -1.075 7.364 5.663
H -0.849 -4.418 -5.812
C -2.022 6.482 3.159
N 0.713 -2.994 -6.095
H -1.060 -1.112 -0.596
H 2.134 -1.372 0.755
H 2.131 8.459 4.745
C 0.015 7.380 5.684
C 3.688 -1.136 -4.488
C 1.844 4.592 1.711
C -0.185 -0.854 -7.927
H -2.535 -1.475 -1.444
N -1.774 -3.128 -0.325
C -1.994 -1.666 -0.513
C 2.043 7.395 4.509
H -0.459 -2.750 5.206
N 0.611 7.004 4.385
C -0.485 -5.766 -0.475
H 2.520 4.986 0.946
N 1.172 5.672 2.435
C 1.124 -3.076 -0.829
N 0.488 -2.666 0.414
H 1.038 1.214 -6.878
H 0.531 -5.542 -0.790
H 0.408 -3.374 -1.595
H -3.700 -3.452 0.544
H 1.843 -3.886 -0.666
H 3.365 -2.117 -7.665
H 3.985 -3.076 -6.294
H 0.715 -4.801 -7.196
H 4.752 -1.566 -6.783
H -0.895 -0.312 -7.295
H 3.215 -0.385 -3.854
H 3.762 -2.075 -3.928
H -1.400 -2.816 -6.325
H -3.945 -3.432 8.458
C 1.654 0.522 -7.461
H 2.463 3.994 2.381
*
```

**Frontier orbital gap**: 5.5906 eV
**DFT total energy**: -157592.9518 eV

Here are the Löwdin charges for atoms 1 to 6, given in e: number 1, P, carries 0.75; number 2, P, carries 0.75; number 3, H, carries 0.06; number 4, H, carries 0.06; number 5, H, carries 0.07; number 6, H, carries 0.08


# 3
Computed, not measured: a cluster of 16 separate species, C20H57N16O33S in total, with ωB97M-V with the def2-TZVPD basis set.

Geometry as ORCA input:
```
! wB97M-V def2-TZVPD RIJCOSX def2/J DEFGRID3
* xyz -1 1
C -1.545 6.509 2.098
H -3.557 5.885 1.560
H 8.683 -4.620 -2.270
C 2.604 -6.352 -3.401
H 3.881 0.877 -0.845
C -4.876 6.972 3.297
C -9.677 3.264 2.908
H -3.210 0.078 -4.928
O -6.475 3.085 1.636
N 2.171 4.642 4.285
H -4.987 0.506 0.829
C -2.791 0.224 -3.936
N 0.221 -1.891 -2.221
H -0.243 -3.054 -5.326
H 11.687 -8.998 -2.859
O -1.643 -0.858 7.143
H -2.749 -0.303 4.226
N 1.117 7.761 -1.512
C -1.039 4.706 -1.662
O -2.108 -2.457 -6.715
C -4.119 0.669 0.196
H -0.984 4.116 -0.755
H -1.130 6.012 1.211
O 9.165 -6.773 -1.329
C 3.672 0.114 -0.100
N -1.291 -1.244 8.234
O -6.217 3.436 4.082
N 10.040 -6.179 -1.921
H -0.985 7.449 2.212
C 11.243 -9.943 -3.149
O 11.174 -6.585 -2.086
H -9.899 2.960 1.889
O 0.188 7.989 -2.259
O -1.499 -2.551 4.608
H -3.893 -1.613 4.618
O 4.688 0.248 1.982
N -1.364 3.784 -2.785
H -3.011 -2.295 8.775
N 1.274 -6.173 -2.763
H -10.127 2.605 3.642
H 10.400 -4.128 -2.057
H -2.086 5.845 4.101
H -0.311 -3.901 -1.968
H -1.734 -3.266 8.001
N -3.653 -0.491 -2.961
H 2.570 -7.230 -4.035
O -3.136 -1.360 -2.275
H -3.549 -0.248 0.068
C -1.354 5.608 3.322
H -0.049 -4.598 -6.233
H -0.096 5.190 -1.898
O -3.608 7.501 2.858
O -1.493 2.599 -2.530
O -1.471 4.260 -3.897
C -6.669 5.719 2.514
H 6.689 -7.723 -5.594
H 11.900 -10.543 -3.773
C -0.715 -3.975 -5.642
H -1.795 -0.199 -3.870
O 1.509 4.883 5.272
O 4.231 -8.296 -5.045
H -1.602 -2.707 -1.661
N -10.252 4.627 3.092
O 9.377 -10.587 -4.362
H -7.371 5.566 1.684
N 10.028 -9.646 -3.957
H -4.661 6.072 3.931
O -2.520 -4.558 -6.962
O 1.209 -6.176 -1.552
O 5.180 -8.554 -3.131
C -3.223 -1.210 3.864
H -1.833 5.448 -1.610
N -5.760 6.701 2.224
N -2.156 -2.225 3.642
H -1.495 4.552 3.046
O 2.712 5.475 3.582
C -0.553 -2.945 -1.507
N 3.861 0.737 1.238
C 6.518 -8.636 -5.030
C -1.943 -2.489 8.732
H -3.064 7.438 0.877
H 9.890 -4.919 -3.572
H 2.785 -5.463 -3.999
O 0.028 -1.778 -3.419
H -3.723 -1.040 2.918
H 10.915 -10.518 -2.287
C 2.340 8.603 -1.635
H 1.921 3.131 2.870
H -8.600 3.345 3.036
H -5.219 7.766 3.999
O -9.841 5.487 2.343
H 2.639 -0.209 -0.178
H 3.340 -6.470 -2.612
H -0.344 5.699 3.738
O 1.138 6.901 -0.657
C -3.006 6.811 1.784
H 4.357 -0.722 -0.175
H 2.492 9.082 -0.672
O 9.756 -8.478 -4.152
H -1.532 -2.722 9.708
H -0.279 -2.916 -0.459
O 0.981 -1.196 -1.579
H 1.784 2.604 4.584
H 2.176 9.323 -2.429
H -1.098 -4.540 -4.798
H -7.243 5.777 3.475
O 3.173 1.702 1.499
S -6.011 3.947 2.728
H -4.659 4.066 2.557
C 9.717 -4.847 -2.502
H 3.168 7.934 -1.853
H 6.431 -9.484 -5.703
O -2.012 -2.670 2.518
H -2.783 1.279 -3.673
C 2.325 3.219 3.873
O -0.455 -0.718 8.942
O 0.321 -6.019 -3.507
O -2.781 1.350 1.961
H 7.286 -8.797 -4.284
O -11.069 4.796 3.979
N -1.875 -3.632 -6.511
H 3.388 2.996 3.861
H -4.408 1.102 -0.754
O -4.815 -0.159 -2.880
N -3.232 1.651 0.871
O -3.000 2.680 0.275
N 5.208 -8.486 -4.342
*
```

**Frontier orbital gap**: 3.6155 eV
**DFT total energy**: -123866.1430 eV

Here are the Löwdin charges for atoms 1 to 6, given in e: number 1, C, carries -0.23; number 2, H, carries 0.09; number 3, H, carries 0.10; number 4, C, carries 0.04; number 5, H, carries 0.10; number 6, C, carries -0.36